(A)
Here is a single C8H7NS molecule from the Open Molecules 2025 dataset. Energies are from ωB97M-V/def2-TZVPD.

Last column: natural (NBO) charge in e.
Element x y z (Å)
1 C 2.78164 -0.61750 2.12822  0.18
2 C 1.13625 1.30471 1.48047  -0.16
3 C 1.86794 0.24980 1.68190  0.03
4 C 0.32258 -1.02184 0.01693  -0.10
5 C -0.32159 0.10931 -0.16251  -0.19
6 C -0.01482 1.40301 0.51305  -0.44
7 C -1.49926 -0.03404 -1.11245  -0.42
8 C -1.31570 -1.36751 -1.85200  -0.49
9 N 3.56580 -1.39271 2.49425  -0.24
10 S -0.12707 -2.40942 -0.87181  0.25
11 H 1.33714 2.22905 2.01934  0.24
12 H -0.89944 1.76838 1.04805  0.23
13 H 0.23780 2.16878 -0.23179  0.23
14 H -2.43528 -0.02309 -0.54490  0.21
15 H -1.52137 0.79535 -1.82236  0.22
16 H -2.23760 -1.93596 -1.94523  0.23
17 H -0.87701 -1.22633 -2.83916  0.22

**Orbital gap**: 6.3463 eV

(B)
Here is a single C8H7NS molecule from the Open Molecules 2025 dataset. Energies are from ωB97M-V/def2-TZVPD.

Last column: natural (NBO) charge in e.
Element x y z (Å)
1 S -4.98257 0.64009 -0.10659  -0.15
2 C -3.54789 -0.07443 -0.05451  0.29
3 N -2.54010 -0.59254 0.04552  -0.42
4 C -1.23550 -1.34627 0.11329  -0.21
5 C -0.09861 -0.39057 0.07470  -0.05
6 C 1.21770 -0.95813 -0.10150  -0.18
7 C 2.35871 -0.30446 -0.16222  -0.22
8 C 2.33137 1.09105 -0.07232  -0.23
9 C 1.07021 1.67521 0.09529  -0.17
10 C -0.07883 0.96400 0.15519  -0.22
11 H -1.23341 -1.94382 -0.70963  0.24
12 H -1.29938 -1.70639 1.16033  0.25
13 H 1.38460 -2.25429 -0.04615  0.20
14 H 3.52342 -0.75057 -0.33634  0.23
15 H 3.24218 1.54687 -0.45209  0.23
16 H 0.80790 2.93789 0.21460  0.22
17 H -0.91976 1.46636 0.18243  0.21

**SMILES**: S=C=NCc1ccccc1
**Orbital gap**: 9.4877 eV

Most favorable first, least favorable last: (B), (A)